Entry 1:
The following is a quantum chemistry calculation of a structure of composition C34H53BCrN10O2S3 in a non-equilibrium geometry, from OMol25.

Structure (XYZ):
```
104
Properties=species:S:1:pos:R:3:lowdin_charge:R:1
Cr -1.14184 2.27797 -1.09555 0.32
C 3.59786 2.48084 -3.46092 -0.04
C 3.14003 1.49719 -2.45117 -0.22
C 3.97319 0.54998 -1.91463 0.11
C 3.49225 -0.34147 -0.92161 -0.17
N 2.23018 -0.32293 -0.59394 0.19
N 1.39473 0.56227 -1.12643 0.00
B -0.00087 0.21834 -0.58862 -0.46
N 0.01290 0.18043 0.93056 0.01
N -0.09226 -0.95653 1.58102 0.20
C 0.05099 -0.99296 2.88550 -0.18
C 0.36654 0.16765 3.62528 0.12
C 0.45682 1.37122 2.97675 -0.22
C 0.71924 2.66065 3.66505 -0.04
C 0.22488 1.34569 1.58247 -0.52
S 0.24720 2.79051 0.67504 0.87
C -0.16994 -2.28932 3.61157 -0.54
C -0.25388 -3.40800 2.58669 -0.06
C -1.51450 -2.13781 4.34076 -0.01
C 0.94421 -2.57676 4.62616 -0.02
N -0.58780 -1.00400 -1.33496 0.04
N -0.10110 -2.21626 -1.09025 0.20
C -0.49244 -3.25776 -1.79240 -0.15
C -1.50553 -3.11105 -2.77395 0.11
C -1.99418 -1.86962 -3.07760 -0.23
C -2.98167 -1.64226 -4.15921 -0.04
C -1.46365 -0.77708 -2.33933 -0.51
S -1.90006 0.80092 -2.79196 0.94
C 0.17098 -4.61478 -1.60022 -0.52
C -0.14487 -5.18303 -0.20886 -0.02
C 1.68553 -4.43079 -1.75349 -0.03
C -0.30071 -5.63007 -2.64761 -0.05
C 1.78702 1.52715 -1.98961 -0.56
S 0.71698 2.76431 -2.46275 0.76
C 4.39258 -1.34154 -0.24636 -0.54
C 4.87403 -2.31315 -1.33507 -0.01
C 5.59257 -0.60788 0.37078 -0.02
C 3.66318 -2.09294 0.86907 -0.04
H 4.60712 2.25279 -3.79517 0.10
H 3.57987 3.48649 -3.04047 0.10
H 2.91962 2.48428 -4.31316 0.09
H 5.00110 0.49946 -2.23668 0.14
H 0.51031 0.10039 4.69134 0.14
H 1.00797 2.49291 4.69836 0.10
H -0.18027 3.27789 3.64218 0.10
H 1.50780 3.21159 3.15431 0.08
H -1.02100 -3.17309 1.85683 0.08
H -0.48733 -4.35413 3.06018 0.11
H 0.70002 -3.48651 2.07656 0.07
H -2.28805 -1.83745 3.63934 0.08
H -1.45661 -1.39483 5.13163 0.09
H -1.79083 -3.08850 4.78538 0.10
H 1.92735 -2.51109 4.16538 0.09
H 0.81011 -3.58383 5.01011 0.10
H 0.91370 -1.89909 5.47466 0.08
H -1.87889 -3.96477 -3.31364 0.13
H -3.58653 -2.52701 -4.32924 0.10
H -2.45387 -1.41515 -5.08514 0.11
H -3.62284 -0.79611 -3.92940 0.06
H 0.48228 -4.72520 0.54334 0.05
H 0.04866 -6.25335 -0.20143 0.10
H -1.18830 -5.02830 0.05531 0.09
H 2.03378 -3.63741 -1.10027 0.04
H 1.93826 -4.18040 -2.78195 0.10
H 2.19304 -5.35490 -1.48927 0.10
H -1.34204 -5.90235 -2.49412 0.10
H 0.28777 -6.53940 -2.55163 0.10
H -0.16518 -5.26499 -3.66242 0.09
H 5.44915 -1.79677 -2.09872 0.09
H 4.03403 -2.80751 -1.81614 0.07
H 5.51102 -3.07150 -0.89054 0.10
H 6.19338 -0.10097 -0.37759 0.08
H 6.23141 -1.32606 0.87648 0.10
H 5.26007 0.12168 1.10611 0.09
H 2.73004 -2.52374 0.51897 0.05
H 3.44184 -1.41903 1.69353 0.08
H 4.30199 -2.88880 1.24200 0.10
C -5.25426 -0.01527 2.09374 0.01
N -4.69829 0.88108 1.10234 -0.03
C -5.49458 1.58121 0.28190 0.00
C -4.99460 2.38293 -0.70314 0.05
C -3.58833 2.42869 -0.82102 -0.52
O -2.91353 3.05754 -1.69723 -0.17
N -2.80487 1.74713 0.03306 0.09
C -3.30038 0.96626 1.02626 -0.46
O -2.58524 0.36792 1.80365 0.09
H -6.25188 -0.32011 1.78871 0.11
H -5.30892 0.46651 3.07199 0.11
H -4.60204 -0.88365 2.17281 0.10
H -6.56155 1.48350 0.43747 0.15
H -5.62340 2.92520 -1.38586 0.13
N -1.19438 8.91438 -0.77020 0.20
C -1.62115 7.58905 -0.23388 -0.14
C -0.91963 6.40206 -0.94058 -0.24
N -1.44683 5.12593 -0.49603 -0.01
H -1.60642 9.69177 -0.23182 0.19
H -1.48683 9.01797 -1.75233 0.19
H -0.16943 9.00516 -0.73306 0.18
H -2.70312 7.50150 -0.36045 0.14
H -1.40281 7.56091 0.83658 0.14
H 0.15372 6.41706 -0.73243 0.13
H -1.06918 6.47000 -2.02236 0.13
H -2.42366 5.04276 -0.76824 0.08
H -1.37699 5.04014 0.51486 0.07
```

Summary:
E   -4288.5671 Ha
Expectation value of S²   3.871
Energy relative to the best compared isomer or geometry (same formula, charge and spin)   33.85 kcal per mole
Multiplicity   4
Net charge   +3


Entry 2:
The following is a quantum chemistry calculation of a cluster of 14 separate species, C52H80F4O26S2 in total in a non-equilibrium geometry, from OMol25.

Structure (XYZ):
```
164
Properties=species:S:1:pos:R:3:lowdin_charge:R:1
F 1.83600 1.13575 -0.29410 0.02
C 0.60385 0.53571 -0.13462 -0.26
C 0.08426 -0.30499 -1.07410 -0.09
C -1.19573 -0.78956 -0.99171 -0.06
C -2.00762 -0.48690 0.15233 -0.05
C -1.48239 0.35909 1.12967 -0.05
C -0.20047 0.88967 0.96537 0.01
H 0.66328 -0.56451 -1.94805 0.10
H -1.55456 -1.43210 -1.78214 0.09
H -2.98476 -0.91398 0.32323 0.09
H -2.06696 0.57799 2.01101 0.10
H 0.19159 1.56272 1.71349 0.11
F -3.57941 4.17338 -1.95977 0.09
C -2.29207 4.16833 -2.23582 -0.28
C -1.50371 5.33802 -2.29535 -0.04
C -0.13764 5.28012 -2.39963 -0.10
C 0.48526 4.02150 -2.45994 -0.08
C -0.26000 2.81356 -2.49314 -0.07
C -1.64411 2.91691 -2.37019 -0.01
H -1.93636 6.31283 -2.12521 0.12
H 0.35859 6.23929 -2.41178 0.11
H 1.55618 4.05764 -2.59495 0.10
H 0.22372 1.84930 -2.54435 0.08
H -2.26225 2.03180 -2.34060 0.10
F -5.44025 -2.36439 2.51166 0.08
C -4.17908 -2.23027 2.88084 -0.31
C -3.21097 -2.88062 2.17360 -0.02
C -1.85341 -2.73343 2.56739 -0.08
C -1.56348 -1.90073 3.64545 -0.08
C -2.59895 -1.33666 4.43754 -0.05
C -3.90923 -1.46148 4.01487 0.01
H -3.46847 -3.48614 1.31718 0.11
H -1.11358 -3.34226 2.06902 0.07
H -0.52653 -1.82957 3.93881 0.08
H -2.37532 -0.68740 5.27112 0.09
H -4.68348 -0.91929 4.53734 0.12
F 3.39918 5.68765 1.03561 0.05
C 4.42360 4.94857 0.54439 -0.22
C 5.76842 5.42079 0.60271 0.00
C 6.81415 4.62355 0.20163 -0.10
C 6.60017 3.28388 -0.01311 -0.09
C 5.31235 2.74975 -0.00212 -0.10
C 4.23331 3.57412 0.25935 -0.04
H 6.08985 6.37709 0.98815 0.11
H 7.83682 4.94209 0.33975 0.11
H 7.47534 2.67415 -0.18252 0.10
H 5.05189 1.73903 -0.27960 0.10
H 3.22030 3.20392 0.20314 0.09
C -0.07630 4.59026 0.91097 -0.27
S -1.06689 5.04604 2.36969 0.83
O -0.61366 6.38738 2.93031 -0.56
C -2.65532 5.44932 1.50299 -0.22
H 0.87385 4.33631 1.38089 0.03
H 0.11571 5.45175 0.27138 0.05
H -0.40423 3.81916 0.21385 0.04
H -2.53263 6.00089 0.57088 0.04
H -3.38769 5.89057 2.17902 0.06
H -2.98478 4.46071 1.18329 0.02
C 3.15939 -5.54881 0.69166 -0.14
S 1.54386 -4.72479 0.27048 1.09
O 0.37841 -5.28854 1.09799 -0.29
C 1.80770 -3.05686 0.95260 -0.16
H 3.98379 -5.00398 0.23162 0.08
H 3.20955 -6.57818 0.33672 0.08
H 3.29163 -5.59493 1.77262 0.08
H 2.72107 -2.52015 0.69610 0.09
H 1.78742 -3.18037 2.03539 0.07
H 0.96463 -2.36845 0.89390 0.06
C 8.30025 1.48850 -3.83731 -0.05
O 6.91014 1.67065 -3.61264 -0.01
C 6.08455 0.62966 -3.38081 -0.56
O 6.40779 -0.54734 -3.36397 0.10
O 4.82756 1.11806 -3.34189 -0.01
C 3.72501 0.28450 -2.97357 -0.03
H 8.51001 0.94413 -4.75805 0.09
H 8.77139 0.86555 -3.07701 0.09
H 8.82786 2.43335 -3.96767 0.10
H 2.77189 0.54143 -3.43580 0.09
H 3.69319 0.19873 -1.88742 0.08
H 3.97942 -0.73828 -3.25161 0.08
C -2.17871 -4.72382 -5.03220 -0.01
O -2.05849 -5.68455 -3.98125 0.00
C -2.04101 -5.38114 -2.66197 -0.54
O -2.14767 -4.25429 -2.17870 0.09
O -1.91373 -6.50467 -1.94536 0.01
C -1.81142 -6.47373 -0.54185 -0.04
H -1.27805 -4.11120 -5.07204 0.08
H -3.09306 -4.13171 -4.99364 0.08
H -2.20594 -5.26324 -5.97898 0.11
H -2.32979 -5.64551 -0.05868 0.09
H -0.76417 -6.51257 -0.24210 0.06
H -2.23395 -7.40151 -0.15612 0.11
C -5.17034 1.57297 1.24960 -0.02
O -4.45959 1.56998 2.50871 -0.04
C -5.10541 1.99437 3.65507 -0.56
O -6.21889 2.49254 3.77408 0.12
O -4.20654 1.96346 4.62543 -0.04
C -4.55578 2.25975 5.98157 -0.02
H -4.88592 0.69993 0.66224 0.07
H -4.88101 2.43995 0.65569 0.09
H -6.25166 1.65383 1.36061 0.10
H -4.78588 3.32518 5.97810 0.10
H -3.71796 2.13494 6.66756 0.09
H -5.48801 1.77055 6.26397 0.10
C 2.71595 -1.58472 6.29454 -0.03
O 3.33858 -0.78951 5.32205 0.01
C 2.82214 -0.13674 4.31961 -0.56
O 1.61376 -0.11572 4.01032 0.06
O 3.84207 0.52409 3.72837 0.00
C 3.72625 1.31084 2.52198 -0.02
H 3.42069 -2.23231 6.81614 0.10
H 1.90111 -2.21273 5.93434 0.09
H 2.19771 -0.85018 6.91096 0.11
H 3.42091 0.73053 1.65129 0.08
H 4.69976 1.76911 2.34777 0.09
H 3.00535 2.12074 2.63371 0.10
C 1.53279 -2.27753 -6.44484 -0.05
O 0.19211 -2.24291 -6.10728 -0.02
C -0.28878 -1.36542 -5.22066 -0.54
O 0.36949 -0.53250 -4.62153 0.11
O -1.64645 -1.60999 -5.14102 -0.03
C -2.54497 -0.84302 -4.36352 -0.05
H 1.70435 -3.22365 -6.95819 0.10
H 2.13642 -2.43778 -5.55151 0.08
H 1.77942 -1.49239 -7.15956 0.11
H -2.17167 -0.01018 -3.76760 0.08
H -3.15731 -1.48060 -3.72583 0.08
H -3.19088 -0.39074 -5.11608 0.10
C -0.73359 1.58969 5.54971 -0.09
O -0.07377 2.58726 6.26191 -0.01
C -0.51618 3.89520 6.17779 -0.45
O -1.54559 4.22832 5.58156 0.08
O 0.35222 4.73080 6.92076 -0.04
C 0.08173 6.13996 7.11227 -0.04
H -0.53500 1.65562 4.47998 0.09
H -1.82025 1.58191 5.63459 0.06
H -0.52954 0.58525 5.92063 0.08
H 0.07446 6.63300 6.14018 0.09
H 0.97656 6.57830 7.55413 0.09
H -0.71227 6.39949 7.81249 0.10
C 1.11770 -3.40406 -2.73983 -0.05
O 2.55093 -3.30792 -2.69628 -0.03
C 3.26238 -4.08179 -3.58165 -0.54
O 2.85420 -4.61369 -4.59963 0.14
O 4.48339 -4.19923 -3.04022 -0.01
C 5.31176 -5.14413 -3.62059 -0.05
H 0.68934 -3.14117 -3.70704 0.08
H 0.55389 -2.80474 -2.02497 0.07
H 0.80922 -4.43012 -2.53948 0.08
H 4.93268 -6.09860 -3.25536 0.10
H 6.27354 -5.03919 -3.11852 0.11
H 5.32989 -5.15840 -4.71034 0.11
C -6.73361 -1.47486 -0.23443 -0.04
O -7.04486 -2.17467 -1.44511 -0.01
C -6.36294 -1.90544 -2.59996 -0.50
O -5.63199 -0.89391 -2.75714 0.05
O -6.64335 -2.82886 -3.54630 0.00
C -5.98283 -2.70001 -4.85781 0.00
H -5.79455 -1.78416 0.22449 0.07
H -7.55841 -1.63364 0.46026 0.10
H -6.65705 -0.41247 -0.46591 0.08
H -5.88901 -1.65226 -5.14332 0.09
H -6.61525 -3.18861 -5.59903 0.09
H -5.03140 -3.22959 -4.90721 0.07
```

Summary:
E   -5181.0130 Ha
Expectation value of S²   0.757
Multiplicity   2
Net charge   +1


Entry 3:
The following is a quantum chemistry calculation of a structure of composition C38H34Br60ClFO6S2 in a non-equilibrium geometry, from OMol25.

Structure (XYZ):
```
142
Properties=species:S:1:pos:R:3:lowdin_charge:R:1
O -0.98544 0.42022 4.15380 0.12
C -0.51642 0.00918 3.12714 -0.33
C 0.18687 0.92776 2.06198 -0.08
C 1.13565 1.97704 2.43985 -0.12
C 1.75368 2.73525 1.29868 -0.16
C 1.43513 2.43274 -0.11666 -0.17
C 2.16130 3.23256 -1.25448 -0.12
C 2.81833 2.14823 -2.23222 -0.20
C 4.02481 2.73581 -3.05970 -0.27
C 4.75474 1.64221 -3.95587 -0.21
S 3.66429 1.06802 -5.34113 0.34
O 2.75671 0.09486 -4.73905 -0.66
O 4.41924 0.56241 -6.47498 -0.39
Cl 2.46648 2.63697 -6.01524 0.32
C 0.45438 1.37411 -0.44403 0.06
C -0.15980 0.62290 0.63980 -0.04
C -1.16779 -0.54396 0.37311 -0.26
O -2.05796 -0.46988 -0.42989 0.09
C -0.92987 -1.80172 1.28883 -0.11
C -0.59404 -1.50524 2.69188 -0.32
C -0.29244 -2.64148 3.66784 -0.22
C -0.36004 -4.01973 3.11512 -0.10
C -0.71290 -4.28651 1.70144 0.00
C -1.00626 -3.15960 0.75760 -0.18
S -1.40408 -3.55074 -0.95876 0.70
O -0.74737 -4.77414 -1.39965 -0.29
O -2.84514 -3.77605 -0.99870 -0.38
F -0.98718 -2.37362 -2.00896 -0.24
H 1.37823 2.16243 3.50967 0.10
H 2.51101 3.51958 1.55122 0.07
H 1.49349 3.93920 -1.80618 0.13
H 3.04069 3.74637 -0.75964 0.11
H 2.01503 1.79388 -2.93974 0.10
H 3.20223 1.25006 -1.67953 0.13
H 3.69975 3.57307 -3.74471 0.09
H 4.77926 3.16489 -2.33742 0.03
H 4.96455 0.75166 -3.30776 0.12
H 5.74066 2.01469 -4.36285 0.10
H 0.16718 1.12542 -1.50041 0.13
H -0.01324 -2.45386 4.72707 0.12
H -0.12092 -4.90685 3.75664 0.11
H -0.73944 -5.32713 1.28206 0.12
C -4.00613 0.66140 -2.60514 -1.58
Br -4.86131 1.60982 -1.15169 0.57
Br -5.24674 -0.51274 -3.52124 0.59
Br -3.12013 1.87061 -3.82784 0.52
H -3.23726 0.03305 -2.16490 -0.06
C 1.52244 -2.04864 -6.08379 -1.48
Br 1.36009 -0.17902 -6.55112 0.68
Br 3.36108 -2.64817 -6.15064 0.63
Br 0.70262 -2.43355 -4.37471 0.63
H 0.97651 -2.61278 -6.83294 -0.02
C -0.26957 6.23960 2.06688 -1.56
Br -1.28334 5.78082 0.48320 0.55
Br 0.67360 4.69477 2.75603 0.80
Br 0.91771 7.73761 1.75972 0.57
H -0.98098 6.54886 2.82610 -0.03
C -6.25866 -3.24129 -0.93658 -1.58
Br -5.33633 -4.11843 0.51322 0.61
Br -5.89757 -4.09489 -2.62681 0.53
Br -8.15697 -3.07350 -0.59415 0.58
H -5.85758 -2.23381 -1.00202 -0.05
C -5.20897 -1.84273 3.48052 -1.58
Br -5.36954 0.00096 2.92326 0.58
Br -3.36947 -2.44450 3.44191 0.74
Br -6.02883 -2.14923 5.20856 0.59
H -5.75572 -2.44248 2.75795 -0.09
C -9.82192 -0.40462 5.37381 -1.63
Br -10.99243 -1.81261 4.75000 0.56
Br -9.39608 0.85090 3.96608 0.55
Br -10.53536 0.48402 6.93750 0.56
H -8.89013 -0.87464 5.67221 -0.07
C -1.78479 1.88788 -8.43842 -1.60
Br -3.21508 2.96912 -9.16579 0.54
Br -0.56896 2.94396 -7.36207 0.54
Br -2.46619 0.35608 -7.47437 0.55
H -1.21503 1.50594 -9.27927 -0.02
C 7.83642 5.30315 -2.20472 -1.62
Br 8.80747 4.54569 -0.71310 0.56
Br 8.20785 4.36714 -3.85736 0.56
Br 5.93707 5.40510 -1.85144 0.62
H 8.18916 6.32567 -2.33050 -0.19
C 7.59591 9.30572 -3.69334 -1.56
Br 8.58298 8.57100 -2.19969 0.67
Br 7.97053 8.35275 -5.33365 0.59
Br 5.69796 9.38924 -3.32595 0.60
H 7.93842 10.32609 -3.83112 -0.02
C -3.59122 -5.96768 6.35387 -1.61
Br -2.33793 -7.11370 5.42359 0.55
Br -5.15503 -6.94481 6.93696 0.57
Br -2.75107 -5.02074 7.81578 0.53
H -3.92883 -5.22150 5.64286 -0.05
C -5.32421 -8.67237 0.04410 -1.62
Br -6.75964 -7.59409 -0.67425 0.56
Br -4.06867 -7.60964 1.06342 0.54
Br -5.99244 -10.17146 1.06865 0.57
H -4.78054 -9.08185 -0.80131 -0.03
C 3.62061 -2.94252 3.05160 -1.54
Br 4.23450 -2.94303 4.88734 0.56
Br 1.97063 -1.93713 2.84618 0.92
Br 4.99484 -2.32836 1.83266 0.57
H 3.40156 -3.97320 2.78920 -0.02
C -5.61428 5.96022 -11.06423 -1.62
Br -7.04163 7.04505 -11.79084 0.56
Br -4.39713 7.00328 -9.98162 0.56
Br -6.29667 4.42773 -10.10037 0.54
H -5.04479 5.57890 -11.90539 -0.03
C -3.64823 6.29747 -2.99902 -1.59
Br -4.64728 5.82660 -4.58624 0.58
Br -2.69880 4.77598 -2.27359 0.47
Br -2.46646 7.79767 -3.30952 0.57
H -4.36850 6.60941 -2.24982 -0.02
C 0.35861 -6.34863 10.15928 -1.61
Br -0.52492 -5.39108 11.58845 0.55
Br -0.78420 -7.71982 9.40820 0.55
Br 1.05575 -5.14032 8.81572 0.52
H 1.21273 -6.85641 10.59555 -0.07
C -3.70269 -4.71921 14.72606 -1.63
Br -4.76626 -5.19855 13.18329 0.56
Br -2.60987 -6.19574 15.33268 0.55
Br -2.64587 -3.13128 14.40249 0.55
H -4.39357 -4.48360 15.52868 -0.03
C 5.28921 -5.13922 9.94749 -1.60
Br 5.32113 -3.72175 11.26248 0.58
Br 4.22849 -6.64609 10.54017 0.58
Br 4.72280 -4.49619 8.21229 0.52
H 6.30853 -5.49391 9.83713 -0.03
C -2.77283 -6.29964 -4.98498 -1.60
Br -2.89688 -4.42295 -5.44044 0.56
Br -0.94911 -6.94072 -5.06650 0.57
Br -3.59066 -6.67181 -3.27319 0.55
H -3.33640 -6.84678 -5.73326 -0.03
C 4.25682 8.96666 -6.92552 -1.65
Br 3.79010 7.13846 -6.49769 0.55
Br 5.48524 9.06357 -8.41660 0.55
Br 2.68822 10.06122 -7.21391 0.57
H 4.77358 9.37261 -6.06160 -0.10
C 12.04198 1.65071 -1.54201 -1.62
Br 12.14324 3.08351 -0.24643 0.54
Br 10.88753 0.21995 -0.94014 0.56
Br 11.53029 2.30025 -3.29030 0.55
H 13.04011 1.23615 -1.63617 -0.03
```

Summary:
E   -157716.6201 Ha
Multiplicity   1
Net charge   0


Entry 4:
The following is a quantum chemistry calculation of the ion C2H2O2P with charge -1 in a non-equilibrium geometry, from OMol25.

Structure (XYZ):
```
7
Properties=species:S:1:pos:R:3:lowdin_charge:R:1
C 0.24817 0.94902 -0.25589 -0.45
C 0.38694 2.38835 -0.67266 -0.89
O 1.39537 2.70129 -1.30113 -0.08
O -0.56630 3.04883 -0.24474 -0.12
P -1.16230 0.61537 0.54532 0.71
H 0.75157 0.08624 -0.62289 0.02
H -0.71797 -0.70830 0.51469 -0.19
```

Summary:
E   -569.1516 Ha
Expectation value of S²   2.008
Energy relative to the best compared isomer or geometry (same formula, charge and spin)   0.00 kcal per mole
Multiplicity   3
Net charge   -1